Record 1
Molecular formula: C36H51BrN3OP2Pt
Method: DFT, wB97M-V/def2-TZVPD

Summary:
**Spin multiplicity**: 5
**HOMO-LUMO gap (spin up / spin down)**: 4.054 / 5.997 eV
**LUMO (spin up / spin down)**: -9.08 / -10.91 eV
**Energy above the lowest of the compared OMol25 structures with the same formula, charge and spin**: 0.0 kcal/mol
**Total charge**: +3
**HOMO (spin up / spin down)**: -0.4825 / -0.6215 Ha
**E_tot**: -136516.071 eV

```
95
Properties=species:S:1:pos:R:3:mulliken_charge:R:1
C -1.252 -1.382 -1.747 0.41
C 0.728 -2.459 -0.978 0.88
C -1.451 -2.374 -2.707 -0.64
C 0.466 -3.549 -1.855 -0.96
C -0.611 -3.491 -2.722 -1.03
H -2.305 -2.268 -3.377 0.61
H 1.171 -4.378 -1.858 0.61
H -0.811 -4.312 -3.408 0.49
N -0.206 -1.442 -0.904 1.39
P -2.308 0.226 0.207 -0.48
P 2.381 -0.725 0.421 0.63
C -2.240 -0.230 -1.580 -2.07
H -1.907 0.645 -2.154 0.66
H -3.225 -0.501 -1.979 0.93
C 0.576 1.556 1.565 0.01
O 0.964 2.540 2.043 -0.52
C 1.912 -2.314 -0.222 -2.32
H 2.594 -3.162 -0.208 0.45
C 3.472 0.064 -0.953 2.11
C 3.488 -1.052 1.936 1.88
C -3.140 1.926 0.266 1.82
C -3.519 -1.155 0.763 2.22
C 3.562 1.582 -0.698 -1.57
H 4.172 1.816 0.186 0.32
H 4.048 2.056 -1.566 0.52
H 2.577 2.042 -0.578 0.19
C 4.892 -0.522 -0.982 -1.96
H 5.479 -0.281 -0.088 0.39
H 4.874 -1.609 -1.141 0.41
H 5.433 -0.086 -1.838 0.52
C 2.890 -0.205 -2.348 -1.17
H 3.404 0.442 -3.077 0.65
H 3.048 -1.245 -2.659 0.32
H 1.826 0.017 -2.416 -0.31
C 4.221 0.244 2.339 -1.82
H 3.522 1.086 2.451 0.29
H 4.683 0.081 3.325 0.50
H 5.022 0.533 1.649 0.32
C 2.680 -1.505 3.151 -1.97
H 1.928 -0.770 3.449 0.33
H 2.200 -2.471 2.972 0.36
H 3.373 -1.641 3.997 0.68
C 4.472 -2.200 1.664 -1.74
H 5.203 -1.997 0.881 0.34
H 5.037 -2.392 2.587 0.49
H 3.940 -3.122 1.406 0.40
C -3.957 -0.849 2.203 -1.62
H -4.447 -1.744 2.618 0.56
H -3.105 -0.615 2.850 0.16
H -4.682 -0.025 2.261 0.37
C -2.795 -2.510 0.724 -1.26
H -2.700 -2.889 -0.301 0.33
H -1.795 -2.457 1.153 -0.08
H -3.370 -3.240 1.313 0.66
C -4.774 -1.347 -0.117 -1.82
H -5.370 -2.158 0.333 0.50
H -5.423 -0.470 -0.172 0.31
H -4.531 -1.663 -1.139 0.40
C -2.436 2.938 -0.649 -1.80
H -2.477 2.643 -1.704 0.34
H -2.958 3.904 -0.561 0.63
H -1.391 3.101 -0.374 0.22
C -3.097 2.443 1.713 -1.41
H -2.070 2.559 2.080 0.26
H -3.578 3.433 1.743 0.51
H -3.643 1.789 2.404 0.27
C -4.600 1.843 -0.196 -1.86
H -4.696 1.405 -1.199 0.33
H -5.237 1.306 0.517 0.39
H -4.999 2.868 -0.258 0.55
Pt 0.086 0.033 0.630 3.81
N 0.267 1.377 -1.267 -0.66
C 0.460 2.079 -2.187 0.55
C 0.631 2.835 -3.358 0.36
C 0.444 4.233 -3.334 -0.65
C 0.978 2.177 -4.556 -0.45
C 0.601 4.962 -4.512 -0.42
H 0.183 4.717 -2.389 0.46
C 1.145 2.922 -5.722 -0.64
H 1.105 1.090 -4.548 0.41
C 0.953 4.309 -5.702 -0.60
H 0.451 6.043 -4.497 0.46
H 1.425 2.410 -6.645 0.44
H 1.079 4.885 -6.620 0.44
Br -0.443 -4.577 4.433 -0.06
C -0.652 -2.693 4.219 -0.74
C -1.050 -1.870 5.268 -0.56
C -1.184 -0.505 5.041 -0.86
C -0.916 0.007 3.772 -0.65
N -0.503 -0.799 2.778 1.09
C -0.371 -2.126 2.977 -1.12
H -1.260 -2.312 6.231 0.52
H -1.494 0.186 5.824 0.55
H -1.048 1.072 3.559 0.14
H -0.015 -2.735 2.149 0.67
```



Record 2
Molecular formula: C36H51BrN3OP2Ti
Method: DFT, wB97M-V/def2-TZVPD

Summary:
**Spin multiplicity**: 3
**HOMO-LUMO gap (spin up / spin down)**: 5.775 / 7.721 eV
**LUMO (spin up / spin down)**: -3.06 / -3.00 eV
**Energy above the lowest of the compared OMol25 structures with the same formula, charge and spin**: 0.0 kcal/mol
**Total charge**: +1
**HOMO (spin up / spin down)**: -0.3248 / -0.3942 Ha
**E_tot**: -156408.390 eV

```
95
Properties=species:S:1:pos:R:3:mulliken_charge:R:1
C 1.182 0.951 2.589 -0.44
C -0.551 1.900 1.333 -0.92
C 1.137 1.992 3.501 -0.75
C -0.577 3.011 2.155 -0.13
C 0.303 3.075 3.239 -1.36
H 1.779 1.922 4.375 0.60
H -1.311 3.791 1.947 0.64
H 0.330 3.947 3.875 0.47
N 0.285 0.877 1.582 1.99
P 2.438 -0.952 1.036 1.04
P -2.311 0.138 -0.065 0.12
C 2.242 -0.126 2.669 -1.83
H 3.196 0.307 3.021 0.90
H 1.967 -0.900 3.407 0.54
C -1.338 1.781 0.043 -1.34
H -2.086 2.573 -0.067 1.55
C -3.156 0.320 -1.782 2.56
C -3.608 0.184 1.306 2.39
C 3.631 0.231 0.174 1.69
C 3.183 -2.623 1.516 2.20
C -2.311 -0.402 -2.847 -1.68
H -2.253 -1.477 -2.653 0.39
H -2.799 -0.256 -3.826 0.62
H -1.293 -0.004 -2.909 0.10
C -4.538 -0.347 -1.767 -1.62
H -4.486 -1.402 -1.471 0.27
H -5.253 0.185 -1.130 0.27
H -4.934 -0.312 -2.793 0.53
C -3.300 1.783 -2.250 -1.62
H -3.894 1.764 -3.178 0.61
H -3.829 2.432 -1.543 0.15
H -2.330 2.233 -2.498 0.30
C -4.320 -1.197 1.354 -1.40
H -3.682 -2.032 1.035 0.10
H -4.622 -1.410 2.388 0.50
H -5.232 -1.202 0.746 0.38
C -2.969 0.434 2.686 -1.91
H -2.167 -0.267 2.916 0.01
H -2.597 1.460 2.776 0.45
H -3.763 0.297 3.435 0.73
C -4.603 1.344 1.046 -1.74
H -4.324 2.022 0.229 0.25
H -5.609 0.959 0.849 0.42
H -4.676 1.967 1.948 0.40
C 3.543 -3.383 0.224 -1.50
H 3.662 -4.450 0.462 0.50
H 2.757 -3.300 -0.542 0.15
H 4.497 -3.042 -0.199 0.33
C 2.128 -3.450 2.280 -1.89
H 1.813 -2.971 3.213 0.33
H 1.240 -3.665 1.675 0.17
H 2.601 -4.409 2.537 0.70
C 4.421 -2.455 2.429 -1.57
H 4.508 -3.356 3.054 0.51
H 5.348 -2.373 1.848 0.41
H 4.352 -1.601 3.120 0.18
C 3.082 1.676 -0.014 -1.76
H 3.921 2.387 0.043 0.56
H 2.618 1.799 -0.999 0.32
H 2.346 1.974 0.738 0.23
C 3.915 -0.367 -1.215 -1.58
H 2.982 -0.539 -1.775 0.13
H 4.541 0.344 -1.774 0.51
H 4.459 -1.317 -1.150 0.26
C 4.924 0.333 0.998 -1.43
H 4.733 0.698 2.016 0.29
H 5.457 -0.622 1.053 0.28
H 5.587 1.057 0.502 0.55
Ti 0.171 -0.758 0.045 -1.28
C -0.536 -1.674 1.645 0.37
O -0.916 -2.183 2.640 -0.48
N 0.370 0.662 -1.320 0.40
C -0.282 1.752 -1.112 -0.53
C -0.020 3.016 -1.854 0.06
C 0.629 2.887 -3.091 -0.22
C -0.351 4.294 -1.354 -0.19
C 0.837 4.015 -3.893 -0.85
H 0.960 1.891 -3.395 0.38
C -0.095 5.424 -2.141 -0.86
H -0.768 4.382 -0.357 0.35
C 0.471 5.281 -3.416 -0.52
H 1.291 3.890 -4.875 0.42
H -0.330 6.408 -1.748 0.45
H 0.651 6.161 -4.030 0.39
Br 1.406 -5.594 -3.178 -0.15
C 0.127 -4.475 -2.310 -0.56
C -1.158 -4.977 -2.073 -0.57
C -2.053 -4.174 -1.368 -0.97
C -1.624 -2.943 -0.895 -0.30
N -0.365 -2.491 -1.081 1.36
C 0.498 -3.202 -1.857 -0.80
H -1.429 -5.970 -2.418 0.46
H -3.061 -4.501 -1.132 0.54
H -2.286 -2.296 -0.307 -0.08
H 1.474 -2.769 -2.048 1.09
```



Record 3
Molecular formula: C36H51CaCl3F2N3O5P
Method: DFT, wB97M-V/def2-TZVPD

Summary:
**HOMO-LUMO gap**: 6.427 eV
**LUMO**: 4.37 eV
**Energy above the lowest of the compared OMol25 structures with the same formula, charge and spin**: 34.9 kcal/mol
**Total charge**: -2
**HOMO**: -0.0755 Ha
**E_tot**: -123600.755 eV

```
102
Properties=species:S:1:pos:R:3:mulliken_charge:R:1
Ca -0.124 0.030 0.552 0.96
C 0.962 2.289 -3.149 -1.56
C 1.767 1.129 -2.567 3.17
C 2.291 0.208 -3.674 -1.76
C 2.913 1.577 -1.686 0.25
C 3.644 2.712 -2.012 -0.70
C 4.733 3.092 -1.249 -1.35
C 5.090 2.336 -0.145 -0.51
C 4.385 1.195 0.224 0.39
C 4.766 0.438 1.490 1.39
C 6.139 0.816 2.042 -2.26
C 3.700 0.608 2.569 -0.64
C 3.286 0.810 -0.575 -0.59
N 2.495 -0.336 -0.302 1.43
C 3.105 -1.471 -0.249 -0.89
C 2.545 -2.763 -0.061 -0.13
C 3.297 -3.874 0.360 -1.48
C 2.408 -4.942 0.377 -1.25
C 1.180 -4.426 -0.101 -0.25
N 1.250 -3.112 -0.343 0.09
C 0.000 -5.291 -0.491 3.18
C 0.481 -6.348 -1.498 -1.93
C -1.091 -4.471 -1.163 -1.92
C -0.566 -6.003 0.744 -1.95
H -0.019 1.934 -3.474 0.32
H 1.461 2.715 -4.025 0.44
H 0.814 3.080 -2.412 0.11
H 1.104 0.517 -1.950 -1.12
H 3.035 0.735 -4.278 0.35
H 1.477 -0.113 -4.330 0.45
H 2.760 -0.682 -3.252 0.30
H 3.346 3.311 -2.862 0.29
H 5.287 3.991 -1.494 0.33
H 5.926 2.663 0.458 0.29
H 4.813 -0.625 1.260 0.03
H 6.145 1.832 2.445 0.35
H 6.922 0.746 1.283 0.44
H 6.396 0.140 2.860 0.50
H 3.581 1.658 2.843 0.04
H 3.967 0.045 3.465 0.50
H 2.729 0.249 2.235 -0.23
H 4.192 -1.485 -0.399 0.66
H 4.337 -3.868 0.656 0.44
H 2.617 -5.962 0.666 0.48
H 0.897 -5.861 -2.382 0.36
H -0.354 -6.984 -1.811 0.44
H 1.260 -6.981 -1.069 0.40
H -0.659 -3.866 -1.958 0.28
H -1.577 -3.789 -0.470 0.00
H -1.851 -5.136 -1.587 0.57
H 0.156 -6.713 1.154 0.41
H -1.480 -6.550 0.489 0.44
H -0.810 -5.278 1.521 0.32
C -3.489 3.219 -2.197 -0.76
O -3.645 2.994 -0.806 -0.48
P -2.255 2.756 0.063 0.64
O -2.630 1.590 1.104 0.12
C -3.830 1.530 1.874 -0.83
O -2.419 4.016 1.098 -0.30
C -2.383 5.313 0.521 -0.87
H -3.752 4.255 -2.426 0.32
H -4.145 2.550 -2.753 0.25
H -2.461 3.041 -2.522 0.26
H -4.089 0.475 1.959 0.16
H -4.633 2.076 1.377 0.26
H -3.643 1.951 2.861 0.22
H -3.323 5.525 0.005 0.24
H -1.543 5.413 -0.173 0.39
H -2.242 6.023 1.334 0.24
C -1.887 -1.428 -3.509 -0.77
N -3.106 -0.661 -3.345 0.20
C -4.250 -1.398 -3.832 -0.97
C -3.252 -0.140 -1.980 -1.11
C -3.295 -1.125 -0.825 0.49
C -4.483 -1.833 -0.617 -0.30
C -4.616 -2.701 0.457 -1.08
C -3.551 -2.843 1.336 -0.64
C -2.381 -2.123 1.120 -0.91
C -2.187 -1.239 0.039 2.54
H -1.732 -1.647 -4.569 0.46
H -1.906 -2.375 -2.957 0.25
H -1.032 -0.854 -3.146 -0.08
H -4.144 -1.556 -4.910 0.35
H -5.163 -0.822 -3.658 0.28
H -4.373 -2.386 -3.358 0.31
H -4.157 0.475 -1.963 0.65
H -2.398 0.525 -1.818 -1.14
H -5.330 -1.681 -1.280 0.35
H -5.543 -3.245 0.613 0.36
H -3.634 -3.508 2.190 0.38
H -1.577 -2.279 1.834 0.08
F -1.130 -0.519 3.597 -0.35
C 0.156 -0.600 2.968 -0.58
F 0.936 0.251 3.805 -0.37
H 0.508 -1.598 3.282 0.05
Cl 0.620 5.800 2.071 -0.19
C 1.229 4.143 1.763 0.86
Cl 3.012 4.175 1.895 -0.16
Cl 0.567 3.051 2.967 -0.12
C 0.879 3.680 0.296 -0.61
O 0.844 4.587 -0.534 -0.72
O 0.631 2.472 0.158 0.74
```